{
  "formula": "C34H88CaN3O14",
  "method": "ωB97M-V with the def2-TZVPD basis set",
  "homo_ev": -10.33,
  "lumo_ev": -3.0131,
  "relative_energy_kcal_mol": 38.7,
  "total_energy_ev": -88251.7875,
  "total_charge": 1,
  "homo_lumo_gap_ev": 7.312,
  "species": ["Ca", "C", "C", "O", "O", "H", "H", "H", "C", "O", "H", "H", "H", "H", "C", "O", "H", "H", "H", "H", "C", "O", "C", "C", "N", "C", "C", "O", "C", "H", "H", "H", "H", "H", "H", "H", "H", "H", "H", "H", "H", "H", "H", "H", "C", "O", "C", "C", "N", "C", "C", "O", "C", "H", "H", "H", "H", "H", "H", "H", "H", "H", "H", "H", "H", "H", "H", "H", "C", "O", "C", "C", "N", "C", "C", "O", "C", "H", "H", "H", "H", "H", "H", "H", "H", "H", "H", "H", "H", "H", "H", "H", "C", "C", "C", "O", "H", "H", "H", "H", "H", "H", "H", "H", "C", "C", "C", "O", "H", "H", "H", "H", "H", "H", "H", "H", "C", "C", "C", "O", "H", "H", "H", "H", "H", "H", "H", "H", "C", "C", "C", "O", "H", "H", "H", "H", "H", "H", "H", "H"],
  "coordinates": [[-1.9993, -3.4403, 1.4587], [0.2919, 0.2379, 0.9340], [-0.4307, -1.0738, 1.1406], [-0.8810, -1.6891, 0.1145], [-0.5443, -1.5914, 2.2700], [-0.4399, 1.0366, 0.8128], [0.8395, 0.2748, -0.0078], [0.9627, 0.4521, 1.7660], [-3.7155, -1.2839, 3.3308], [-3.6511, -1.7311, 1.9973], [-2.8879, -0.7112, 3.7493], [-4.6250, -0.7402, 3.5863], [-3.7067, -2.1711, 3.9640], [-4.0460, -1.0704, 1.4236], [-0.4532, 1.8468, 4.4608], [-0.3516, 3.2374, 4.1805], [0.1833, 1.5764, 5.3033], [-1.4523, 1.5369, 4.7671], [-0.2025, 1.2280, 3.5992], [0.5760, 3.3697, 3.9719], [7.8656, 0.9140, -1.1398], [6.5514, 0.5588, -0.7832], [6.3858, 0.5589, 0.6707], [4.9266, 0.1580, 0.9573], [4.7103, -1.1198, 0.2834], [3.2920, -1.3644, 0.1125], [2.9756, -2.6219, -0.7022], [3.3214, -2.4466, -2.0405], [2.6767, -3.3654, -2.9536], [8.3059, 1.8518, -0.8012], [7.9173, 0.8405, -2.2261], [8.5590, 0.0789, -1.0404], [6.5947, 1.5173, 1.1460], [6.9831, -0.1394, 1.2570], [4.3222, 0.9969, 0.6124], [4.7098, 0.1034, 2.0241], [5.2003, -1.0359, -0.5958], [2.7746, -0.6099, -0.4801], [2.7760, -1.3036, 1.0707], [1.8884, -2.6350, -0.6261], [3.3677, -3.5294, -0.2432], [3.2303, -4.2942, -3.0907], [2.7677, -3.0114, -3.9806], [1.6092, -3.5245, -2.8014], [-3.4558, 4.3824, -3.6562], [-2.7443, 4.2454, -2.4488], [-1.3641, 3.9243, -2.5414], [-0.7481, 3.7462, -1.1823], [-1.0372, 4.9165, -0.3395], [-0.8806, 4.5464, 1.1096], [-1.3884, 5.6738, 2.0074], [-2.7435, 6.0003, 1.7523], [-3.1120, 7.1750, 2.5105], [-3.0278, 5.1325, -4.3213], [-4.4893, 4.6195, -3.4036], [-3.4577, 3.3964, -4.1207], [-0.8215, 4.6310, -3.1692], [-1.2641, 2.9581, -3.0360], [0.3296, 3.5845, -1.1621], [-1.1973, 2.8561, -0.7417], [-2.0326, 4.9281, -0.5102], [0.1439, 4.2399, 1.3211], [-1.5093, 3.6828, 1.3264], [-0.7840, 6.5411, 1.7415], [-1.2326, 5.4791, 3.0685], [-3.1180, 7.0223, 3.5898], [-4.1152, 7.4869, 2.2202], [-2.5432, 8.1007, 2.4226], [-5.4161, -3.7900, 0.4702], [-4.0244, -3.6258, 0.1028], [-3.8532, -4.1119, -1.2235], [-2.3346, -4.1881, -1.4006], [-1.7042, -5.0195, -0.3759], [-0.2285, -5.0001, -0.5632], [0.4909, -5.3931, 0.7357], [0.1105, -4.4515, 1.7810], [0.7558, -4.7334, 2.9837], [-5.5881, -3.3992, 1.4731], [-5.5869, -4.8662, 0.4962], [-6.1273, -3.3603, -0.2353], [-4.3327, -3.5194, -2.0026], [-4.1938, -5.1435, -1.3125], [-2.0224, -3.1712, -1.6386], [-2.1014, -4.6164, -2.3754], [-2.0915, -5.9440, -0.4992], [0.1882, -4.0689, -0.9470], [0.1188, -5.7404, -1.2840], [1.5714, -5.4381, 0.5993], [0.2056, -6.4112, 1.0007], [0.5345, -3.8656, 3.6051], [1.8361, -4.8117, 2.8614], [0.3451, -5.6670, 3.3683], [-1.7714, 0.2811, -4.5959], [-1.4441, -0.5683, -3.3509], [-0.5642, -1.7626, -3.5930], [-0.7747, 0.2154, -2.4117], [-2.3457, 1.1704, -4.3362], [-2.3701, -0.3101, -5.2888], [-0.8701, 0.6253, -5.1031], [-2.4000, -0.8397, -2.9029], [-0.3496, -2.3210, -2.6818], [0.4044, -1.5813, -4.0590], [-0.9915, -2.4533, -4.3200], [-0.5346, -0.2963, -1.6357], [-3.5383, 1.4395, -0.5263], [-4.8420, 0.5983, -0.6431], [-4.6114, -0.7767, -1.3462], [-5.2285, 0.3118, 0.6869], [-2.8273, 0.7667, -0.0467], [-3.6808, 2.3313, 0.0840], [-3.0701, 1.6744, -1.4821], [-5.5907, 1.1861, -1.1741], [-3.7709, -1.3698, -0.9858], [-4.6522, -0.6882, -2.4318], [-5.4984, -1.3948, -1.2078], [-5.1009, 1.1377, 1.1594], [3.1008, 1.3424, -2.6533], [2.3999, 1.8640, -3.9699], [2.1310, 3.3938, -3.8868], [3.2352, 1.6143, -5.0126], [2.5131, 1.4348, -1.7400], [4.0400, 1.8845, -2.5433], [3.2649, 0.2800, -2.8333], [1.4994, 1.2579, -4.0700], [3.0200, 3.9938, -4.0810], [1.8130, 3.6836, -2.8852], [1.2832, 3.6369, -4.5273], [4.1333, 1.7139, -4.6885], [3.2824, -1.7649, 4.2266], [2.6034, -0.4281, 4.6705], [2.8705, -0.1634, 6.1383], [3.2486, 0.6474, 4.0218], [2.9080, -2.6475, 4.7452], [4.3644, -1.7888, 4.3558], [3.1239, -1.8946, 3.1560], [1.5700, -0.4883, 4.3290], [3.8868, -0.2141, 6.5291], [2.3270, -0.9149, 6.7111], [2.4808, 0.7971, 6.4754], [4.1863, 0.5795, 4.2161]]
}